No. 1
The following is a quantum chemistry calculation of the ion CH2NO2S3 with charge -1, from the Open Molecules 2025 dataset.

Geometry as XYZ:
```
9
Properties=species:S:1:pos:R:3
S -2.36335 0.24883 -0.15417
S 0.50933 -1.14335 -0.11485
H 2.43167 0.92387 -0.15013
O -3.01455 0.24887 -1.47444
H -1.77544 -1.11932 -0.13889
C 0.15847 0.52435 -0.07705
S 1.48304 1.76779 -0.54059
O -3.30240 0.48295 0.94029
N -0.95951 1.13419 -0.06464
```

Output
- SMILES = O=[S@H]([O-])=NC(=S)S
- total charge = -1
- gap between HOMO and LUMO (eV) = 7.646
- ΔE to the lowest compared entry with this formula, charge and spin (kcal per mole) = 20.2
- HOMO (Ha) = -0.163

---

No. 2
The following is a quantum chemistry calculation of a structure of composition CH2NO2S3, from the Open Molecules 2025 dataset.

Geometry as XYZ:
```
9
Properties=species:S:1:pos:R:3
H 0.78444 1.90498 1.35089
C 0.28205 -0.87446 -0.23529
S 0.92026 -2.00765 -1.48815
H 0.78170 -3.09621 -0.73285
O -0.64692 2.66225 -0.58391
S -0.54873 1.45306 0.18796
N 0.10151 0.30894 -0.73214
S 0.03639 -1.43215 1.28877
O -1.71069 1.08124 0.94471
```

Output
- total charge = -1
- gap between HOMO and LUMO (eV) = 7.522
- ΔE to the lowest compared entry with this formula, charge and spin (kcal per mole) = 38.4
- HOMO (Ha) = -0.160

---

No. 3
The following is a quantum chemistry calculation of a cluster of 2 separate species, CH2NO2S3 in total, from the Open Molecules 2025 dataset.

Geometry as XYZ:
```
9
Properties=species:S:1:pos:R:3
H 2.11503 -1.59770 -0.94747
S -1.60249 0.79535 0.33789
S 1.73104 -0.59347 -0.29436
O -2.56496 1.13162 -0.69256
H 0.94076 2.63885 0.99450
C 0.10509 -1.37958 -0.01077
N -0.91302 -0.60689 0.01017
S 0.02292 -3.01802 0.17729
O 0.16564 2.62984 0.42530
```

Output
- total charge = -1
- gap between HOMO and LUMO (alpha / beta) (eV) = 5.744 / 5.111
- ΔE to the lowest compared entry with this formula, charge and spin (kcal per mole) = 10.1
- ⟨S²⟩ = 2.010
- HOMO (alpha / beta) (Ha) = -0.094 / -0.150
- spin multiplicity = 3

---

No. 4
The following is a quantum chemistry calculation of the ion CH2NO3S with charge -1, from the Open Molecules 2025 dataset.

Geometry as XYZ:
```
8
Properties=species:S:1:pos:R:3
H 1.69270 0.28585 -0.60449
C -0.05000 0.86918 0.39354
N 1.28974 -0.04417 0.30831
S -1.50354 -0.29027 0.04247
O -1.28597 -0.48990 -1.37202
O -1.05104 -1.45396 0.84336
H 0.91132 -0.92031 0.13649
O -0.00320 2.04357 0.25234
```

Output
- SMILES = NC([O-])=S(=O)=O
- total charge = -1
- gap between HOMO and LUMO (eV) = 7.576
- ΔE to the lowest compared entry with this formula, charge and spin (kcal per mole) = 24.8
- HOMO (Ha) = -0.129

---

No. 5
The following is a quantum chemistry calculation of a cluster of 2 separate species, CH2NO3S in total, from the Open Molecules 2025 dataset.

Geometry as XYZ:
```
8
Properties=species:S:1:pos:R:3
O 1.57687 1.10402 -1.88449
O -1.16541 -2.16479 1.64345
H 0.52127 -0.55213 0.35927
H -0.60676 1.11265 0.44004
S -2.15065 -1.06580 1.11492
O 1.22684 -0.46209 -0.19941
N -0.25731 1.28007 -0.53073
C 0.85516 0.74807 -0.94304
```

Output
- total charge = -1
- gap between HOMO and LUMO (alpha / beta) (eV) = 4.755 / 5.895
- ΔE to the lowest compared entry with this formula, charge and spin (kcal per mole) = 65.9
- HOMO (alpha / beta) (Ha) = -0.131 / -0.158

---

No. 6
The following is a quantum chemistry calculation of a structure of composition CH2NO3S, from the Open Molecules 2025 dataset.

Geometry as XYZ:
```
8
Properties=species:S:1:pos:R:3
N -1.11027 1.27078 -0.82221
H -1.25014 2.21327 -1.17464
H 0.07478 -0.06674 0.36606
S 0.24110 -1.76645 1.02242
C 0.02622 1.22539 -0.22555
O 1.66449 -2.12392 0.70207
O 1.06134 1.91135 -0.21417
O -0.70751 -2.66367 0.34601
```

Output
- total charge = -1
- gap between HOMO and LUMO (alpha / beta) (eV) = 7.727 / 7.725
- ΔE to the lowest compared entry with this formula, charge and spin (kcal per mole) = 44.0
- HOMO (alpha / beta) (Ha) = -0.173 / -0.173